ORCA calculation (ωB97M-V/def2-TZVPD) on one molecule with the formula C6H13NO.

Properties
energy relative to the best compared isomer or geometry (same formula, charge and spin) = 2.099 eV
orbital gap = 9.46 eV
DFT total energy = -9969.076 eV
LUMO energy = 0.96 eV
structure (SMILES) = CCN[C@@H](C)CC=O
maximum force = 2.58 eV/Å

Geometry as XYZ:
```
21
Properties=species:S:1:pos:R:3:mulliken_charge:R:1
C 2.374 -2.035 -1.545 -1.131
C 2.082 -1.236 -0.263 -0.379
N 1.057 -0.226 -0.626 -0.226
C 0.267 0.362 0.423 0.250
C 0.314 1.913 0.384 -1.301
C -1.214 -0.126 0.291 -0.596
C -2.281 0.659 0.998 -0.107
O -3.397 0.843 0.562 -0.496
H 2.136 -1.490 -2.467 0.309
H 1.791 -2.952 -1.568 0.258
H 3.437 -2.221 -1.757 0.348
H 3.021 -0.723 -0.005 0.243
H 1.556 -1.862 0.449 0.371
H 1.328 0.285 -1.451 0.217
H 0.645 -0.021 1.378 0.307
H 0.802 2.265 -0.521 0.388
H -0.683 2.360 0.394 0.349
H 0.890 2.298 1.224 0.229
H -1.391 -0.364 -0.756 0.283
H -1.272 -1.064 0.865 0.253
H -2.081 1.038 1.998 0.429
```